1.
{"formula": "C5H16NO2", "method": "the ωB97M-V functional and the def2-TZVPD basis", "e_above_lowest_ev": 2.835, "charge": 1, "symbols": ["C", "O", "C", "C", "C", "C", "N", "H", "H", "H", "H", "H", "H", "H", "H", "H", "H", "H", "H", "H", "H", "H", "H", "O"], "coordinates": [[-1.90, -0.17, 0.14], [-2.30, -0.86, -1.03], [-0.48, 0.09, 0.10], [0.11, 1.16, 0.91], [1.08, 2.15, 0.21], [0.29, 3.20, -0.47], [0.27, -1.37, 0.40], [-2.36, -0.77, 1.01], [-2.35, 0.90, 0.24], [-3.26, -0.79, -1.04], [-0.36, 0.25, -0.95], [-0.70, 1.72, 1.63], [0.65, 0.67, 1.65], [1.71, 2.66, 1.04], [1.79, 1.65, -0.33], [0.60, 3.41, -1.62], [-0.77, 2.77, -0.79], [0.17, 4.15, 0.12], [-0.20, -1.97, 1.12], [1.17, -1.18, 0.78], [0.43, -1.75, -0.64], [2.45, -4.22, -0.74], [3.19, -3.29, 0.41], [2.46, -3.29, -0.22]], "nbo_charge": [-0.11, -0.72, -0.04, -0.44, -0.41, -0.63, -0.73, 0.19, 0.21, 0.49, 0.24, 0.24, 0.21, 0.23, 0.21, 0.24, 0.19, 0.24, 0.45, 0.43, 0.49, 0.51, 0.49, -1.00]}

2.
{"formula": "C3H3ClO", "method": "the ωB97M-V functional and the def2-TZVPD basis", "e_above_lowest_ev": 5.754, "charge": 0, "symbols": ["C", "C", "C", "O", "Cl", "H", "H", "H"], "coordinates": [[-0.69, -0.40, 1.88], [-0.05, -0.48, 0.75], [1.00, 0.63, -0.79], [0.47, -1.48, 1.41], [2.52, 1.00, -0.13], [-1.52, -0.81, 2.41], [0.33, 1.46, -0.89], [1.01, -0.12, -1.57]], "nbo_charge": [-0.16, 0.31, -0.35, -0.53, 0.06, 0.22, 0.22, 0.22]}

3.
{"formula": "C2H10N2O2", "method": "the ωB97M-V functional and the def2-TZVPD basis", "e_above_lowest_ev": 1.679, "spin_multiplicity": 2, "s_squared": 0.750, "charge": -1, "symbols": ["C", "N", "C", "N", "H", "H", "H", "H", "H", "H", "H", "H", "O", "H", "H", "O"], "coordinates": [[-1.81, -0.76, -0.72], [-1.13, 1.49, 0.88], [-0.22, 0.78, 0.07], [-0.48, -0.19, -0.72], [-1.75, -1.94, -0.42], [-2.36, -0.89, -1.74], [-2.57, -0.61, 0.05], [-0.80, 2.44, 1.27], [-2.01, 1.32, 1.05], [0.88, 0.90, 0.20], [2.09, -0.42, 1.14], [1.67, -1.56, 2.07], [1.81, -0.66, 1.99], [1.70, -0.45, -1.87], [2.47, 0.71, -1.87], [2.52, -0.15, -1.38]], "nbo_charge": [-0.59, -0.95, -0.07, -0.57, 0.16, 0.18, 0.17, 0.31, 0.37, 0.18, 0.48, 0.45, -0.97, 0.48, 0.41, -1.04]}

4.
{"formula": "C2OS", "method": "the ωB97M-V functional and the def2-TZVPD basis", "e_above_lowest_ev": 0.000, "spin_multiplicity": 3, "s_squared": 2.031, "charge": 0, "symbols": ["C", "C", "O", "S"], "coordinates": [[0.93, -1.21, 0.69], [-1.49, 1.05, -0.55], [1.04, -0.42, 1.48], [-0.47, 0.58, -1.62]], "nbo_charge": [0.49, -0.10, -0.50, 0.11]}

5.
{"formula": "C13H50O12S", "method": "the ωB97M-V functional and the def2-TZVPD basis", "charge": 0, "symbols": ["C", "O", "H", "H", "H", "H", "C", "O", "H", "H", "H", "H", "C", "O", "H", "H", "H", "H", "C", "O", "H", "H", "H", "H", "C", "O", "H", "H", "H", "H", "C", "O", "H", "H", "H", "H", "C", "O", "H", "H", "H", "H", "C", "O", "H", "H", "H", "H", "C", "O", "H", "H", "H", "H", "C", "O", "H", "H", "H", "H", "C", "O", "H", "H", "H", "H", "C", "S", "O", "C", "H", "H", "H", "H", "H", "H"], "coordinates": [[-4.32, -4.31, 1.34], [-4.17, -2.97, 1.72], [-4.43, -4.45, 0.27], [-3.51, -4.88, 1.80], [-5.18, -4.62, 1.93], [-4.86, -2.47, 1.26], [4.42, 3.92, -1.81], [4.57, 3.35, -0.52], [5.33, 3.87, -2.40], [3.63, 3.39, -2.36], [4.24, 4.98, -1.62], [3.92, 3.66, 0.11], [-0.38, -5.59, -2.82], [-0.94, -6.13, -4.04], [-1.11, -4.85, -2.49], [-0.22, -6.33, -2.03], [0.61, -5.15, -2.98], [-0.31, -6.76, -4.39], [-2.29, 5.23, -0.21], [-3.32, 5.72, 0.70], [-1.64, 4.61, 0.42], [-2.66, 4.83, -1.15], [-1.69, 6.09, -0.48], [-3.51, 5.17, 1.47], [6.42, -0.47, 3.06], [6.39, 0.86, 3.49], [6.68, -1.09, 3.91], [5.46, -0.96, 2.89], [7.15, -0.67, 2.28], [6.17, 1.39, 2.72], [0.87, -0.49, 0.13], [0.41, -1.58, 1.03], [1.95, -0.36, 0.16], [0.58, -0.72, -0.90], [0.54, 0.51, 0.41], [-0.54, -1.58, 0.95], [5.91, -0.76, -3.02], [6.30, -1.92, -3.58], [5.98, 0.07, -3.72], [4.86, -0.88, -2.75], [6.35, -0.38, -2.10], [6.76, -2.45, -2.92], [1.24, -4.75, 5.77], [2.10, -4.97, 6.93], [0.60, -3.87, 5.86], [1.95, -4.51, 4.98], [0.74, -5.64, 5.39], [1.56, -5.36, 7.63], [1.85, 6.15, 2.70], [2.02, 4.75, 2.97], [2.02, 6.44, 1.66], [0.84, 6.46, 2.99], [2.45, 6.67, 3.44], [1.83, 4.67, 3.90], [-2.78, 1.98, 4.02], [-3.04, 3.23, 4.66], [-3.72, 1.53, 3.72], [-2.13, 2.01, 3.14], [-2.24, 1.31, 4.69], [-2.34, 3.48, 5.27], [1.07, -0.61, -5.92], [0.92, 0.61, -5.18], [1.87, -0.54, -6.66], [1.35, -1.45, -5.28], [0.16, -0.80, -6.49], [1.19, 1.35, -5.72], [-8.32, 0.11, -3.04], [-6.76, 0.41, -2.12], [-6.89, -0.33, -0.79], [-5.66, -0.69, -3.04], [-9.16, 0.71, -2.68], [-8.58, -0.94, -3.00], [-8.13, 0.33, -4.09], [-6.09, -1.69, -2.96], [-4.73, -0.67, -2.47], [-5.62, -0.22, -4.02]], "mulliken_charge": [-0.54, -0.47, 0.23, 0.21, 0.27, 0.30, -0.51, -0.49, 0.21, 0.21, 0.28, 0.30, -0.46, -0.51, 0.18, 0.26, 0.24, 0.29, -0.40, -0.53, 0.18, 0.22, 0.21, 0.32, -0.59, -0.48, 0.26, 0.25, 0.26, 0.30, -0.46, -0.48, 0.21, 0.24, 0.21, 0.29, -0.52, -0.51, 0.22, 0.24, 0.26, 0.31, -0.50, -0.50, 0.25, 0.20, 0.26, 0.29, -0.54, -0.48, 0.21, 0.24, 0.29, 0.27, -0.46, -0.52, 0.23, 0.19, 0.28, 0.29, -0.51, -0.50, 0.24, 0.20, 0.26, 0.29, -0.90, 0.49, -0.62, -0.87, 0.31, 0.30, 0.34, 0.28, 0.30, 0.37]}

Number 1: total energy -11021.0454 eV. Number 2: total energy -17722.6937 eV. Number 3: total energy -9308.4894 eV. Number 4: total energy -14950.5122 eV. Number 5: total energy -49688.7776 eV.